Record 1
The following is a DFT calculation (the ωB97M-V functional and the def2-TZVPD basis) of a molecular structure, C2BrF3S in a non-equilibrium geometry.

Output
Energy above the lowest of the compared OMol25 structures with the same formula, charge and spin in eV: 1.4727
LUMO energy in eV: -0.176
Total charge: 0
HOMO-LUMO gap in eV: 9.303
E_HOMO in eV: -9.48

Each line ends with the Löwdin charge.
Geometry (Å):
C 0.33 -0.34 1.09  -0.820
C -0.32 0.35 -0.70  -0.950
F 1.45 0.13 1.29  0.076
F -1.53 0.88 -0.58  0.043
F -0.40 -0.87 -1.23  -0.013
S -0.41 -1.53 1.80  0.813
Br 0.88 1.37 -1.67  0.851

***

Record 2
The following is a DFT calculation (the ωB97M-V functional and the def2-TZVPD basis) of a single C4H12N2S molecule in a non-equilibrium geometry.

Output
Energy above the lowest of the compared OMol25 structures with the same formula, charge and spin in eV: 0.9745
LUMO energy in eV: 0.861
Total charge: 0
Structure (SMILES): CNC[C@@H](N)CS
HOMO-LUMO gap in eV: 9.278
E_HOMO in eV: -8.42

Each line ends with the Löwdin charge.
Geometry (Å):
N -1.33 -0.97 0.08  0.046
C -0.16 -0.14 -0.11  -0.521
C -0.33 1.30 -0.59  -0.596
S -1.36 1.51 -2.01  0.723
C 0.77 -0.12 1.11  -0.210
N 1.17 -1.47 1.54  -0.124
C 2.59 -1.63 1.86  -0.153
H -2.01 -0.81 -0.65  0.044
H -1.76 -0.91 1.01  0.085
H 0.41 -0.51 -0.98  0.127
H -0.71 1.91 0.24  0.082
H 0.69 1.59 -0.88  0.075
H -2.49 1.76 -1.32  -0.132
H 0.03 0.24 1.82  0.108
H 1.67 0.50 0.89  0.131
H 0.81 -2.17 0.92  0.090
H 3.30 -2.12 1.16  0.071
H 2.57 -2.37 2.76  0.091
H 3.01 -0.73 2.30  0.062

***

Record 3
The following is a DFT calculation (the ωB97M-V functional and the def2-TZVPD basis) of 2 unconnected molecules or ions with the total composition CH7N3OP in a non-equilibrium geometry.

Output
Energy above the lowest of the compared OMol25 structures with the same formula, charge and spin in eV: 2.7165
LUMO energy (spin up / spin down) in eV: -6.171 / -6.172
Total charge: +1
HOMO-LUMO gap (spin up / spin down) in eV: 7.870 / 7.870
E_HOMO (spin up / spin down) in eV: -14.04 / -14.04

Each line ends with the Löwdin charge.
Geometry (Å):
C -1.30 -0.08 0.04  -0.501
N -2.56 0.18 -0.23  0.219
N -0.16 0.55 0.03  0.105
N 1.50 -0.59 0.40  -0.273
O -1.14 -1.39 0.43  0.082
P 2.78 0.00 -0.25  0.879
H -2.87 1.08 -0.72  0.186
H -3.21 -0.52 -0.24  0.092
H 0.00 1.53 -0.38  0.146
H 1.50 -0.74 1.48  0.121
H -0.22 -1.63 0.52  0.065
H 2.37 0.45 -1.44  -0.072
H 3.32 1.15 0.36  -0.048

***

Record 4
The following is a DFT calculation (the ωB97M-V functional and the def2-TZVPD basis) of 8 unconnected molecules or ions with the total composition H16O8.

Output
Energy above the lowest of the compared OMol25 structures with the same formula, charge and spin in eV: 2.6864
LUMO energy in eV: 0.127
Total charge: 0
Structure (SMILES): O.O.O.O.O.O.O.O
HOMO-LUMO gap in eV: 11.035
E_HOMO in eV: -10.91

Each line ends with the Löwdin charge.
Geometry (Å):
O 0.11 -0.04 4.70  -0.051
H 0.08 -0.95 4.99  0.029
H -0.79 0.26 4.75  0.033
O -3.09 -1.45 -3.70  -0.046
H -3.36 -2.36 -3.82  0.034
H -2.63 -1.24 -4.52  0.035
O 2.04 -2.63 -2.10  -0.055
H 2.93 -3.00 -2.12  0.030
H 1.83 -2.49 -3.02  0.026
O 0.70 3.00 -1.31  -0.054
H 0.51 2.06 -1.26  0.014
H 1.10 3.20 -0.46  0.021
O 1.78 2.92 2.70  -0.050
H 1.68 3.67 3.29  0.031
H 1.22 2.24 3.08  0.016
O 3.46 -2.58 2.26  -0.051
H 3.66 -1.65 2.30  0.030
H 2.60 -2.66 2.69  0.022
O -0.97 -0.14 0.19  -0.049
H -1.35 -0.61 -0.56  0.027
H -0.25 -0.69 0.47  0.030
O -3.87 1.99 -3.10  -0.051
H -3.63 1.08 -3.30  0.000
H -3.77 2.06 -2.15  0.030

***

Record 5
The following is a DFT calculation (the ωB97M-V functional and the def2-TZVPD basis) of 2 unconnected molecules or ions with the total composition CH6NS in a non-equilibrium geometry.

Output
Energy above the lowest of the compared OMol25 structures with the same formula, charge and spin in eV: 0.1306
LUMO energy in eV: 4.519
Total charge: -1
HOMO-LUMO gap in eV: 6.787
E_HOMO in eV: -2.27

Each line ends with the Löwdin charge.
Geometry (Å):
N 0.24 -2.68 0.57  -0.047
H -0.23 -2.53 -0.33  -0.010
H 0.39 -1.68 0.79  -0.127
H 1.18 -2.95 0.27  -0.018
C -0.40 2.08 -0.31  -0.729
S 0.71 0.77 0.36  0.023
H -1.05 1.63 -1.04  -0.035
H 0.15 2.88 -0.81  -0.027
H -1.00 2.49 0.51  -0.029

***

Record 6
The following is a DFT calculation (the ωB97M-V functional and the def2-TZVPD basis) of a molecular structure, C20H21N4O4SSeV.

Output
Energy above the lowest of the compared OMol25 structures with the same formula, charge and spin in eV: 0.1004
Expectation value of S²: 3.7590
2S+1: 4
LUMO energy (spin up / spin down) in eV: 2.389 / 2.388
Total charge: -1
HOMO-LUMO gap (spin up / spin down) in eV: 6.533 / 7.010
E_HOMO (spin up / spin down) in eV: -4.14 / -4.62

Each line ends with the Löwdin spin population.
Geometry (Å):
V -0.04 -0.77 0.89  2.768
O -1.54 2.11 3.45  0.013
C -1.00 1.41 2.61  0.008
O -0.90 0.13 2.59  0.030
C -0.37 2.09 1.39  0.019
C -0.36 3.45 1.11  -0.004
C 0.16 3.87 -0.10  0.020
C 0.66 2.94 -1.02  -0.004
C 0.64 1.61 -0.66  0.021
N 0.14 1.24 0.51  -0.002
C 1.13 0.42 -1.51  0.009
O 1.63 0.66 -2.60  0.014
O 0.96 -0.71 -0.93  0.040
H -0.76 4.14 1.84  -0.001
H 0.17 4.92 -0.35  0.001
H 1.06 3.23 -1.98  0.000
C -4.09 3.82 0.68  0.000
C -3.82 2.93 -0.53  0.000
C -3.45 1.53 -0.14  0.001
N -2.42 0.91 -0.59  0.002
N -2.25 -0.35 -0.07  0.006
C -3.19 -0.66 0.79  0.005
N -3.30 -1.85 1.42  0.004
S -4.36 0.59 1.01  0.001
H -4.35 4.83 0.36  0.000
H -3.21 3.88 1.33  0.000
H -4.91 3.44 1.28  0.000
H -2.98 3.30 -1.12  0.000
H -4.70 2.90 -1.18  0.000
H -2.42 -2.38 1.50  0.002
H -3.78 -1.81 2.30  0.000
C 0.60 -8.30 -1.41  0.000
C 0.39 -7.03 -0.63  0.000
C -0.66 -6.90 0.26  0.000
C -0.85 -5.75 1.02  0.000
C -2.03 -5.68 1.95  0.000
C 0.04 -4.67 0.88  0.012
Se -0.24 -3.11 1.95  0.026
C 1.12 -4.79 -0.01  0.001
C 2.13 -3.69 -0.19  0.004
C 1.27 -5.97 -0.74  0.000
H -0.32 -8.89 -1.46  0.000
H 1.37 -8.93 -0.96  0.000
H 0.92 -8.08 -2.44  0.000
H -1.37 -7.72 0.38  0.000
H -2.50 -6.66 2.04  0.000
H -2.78 -4.98 1.58  0.000
H -1.74 -5.33 2.94  0.000
H 1.69 -2.82 -0.67  0.003
H 2.96 -4.04 -0.81  0.000
H 2.51 -3.36 0.78  0.001
H 2.11 -6.04 -1.43  0.000

***

Record 7
The following is a DFT calculation (the ωB97M-V functional and the def2-TZVPD basis) of a molecular structure, C23H21BaCaF24N6O17S8 in a non-equilibrium geometry.

Output
LUMO energy in eV: -5.682
Total charge: +1
HOMO-LUMO gap in eV: 4.639
E_HOMO in eV: -10.32

Each line ends with the Löwdin charge.
Geometry (Å):
Ba -1.03 5.23 0.08  1.910
Ca -3.60 1.32 -0.67  1.465
C -1.06 1.02 1.92  -0.049
C -0.61 1.54 0.57  -0.624
C -0.21 0.38 -0.33  -0.037
O -1.60 2.40 0.07  -0.565
H -1.82 0.24 1.92  0.053
H -1.31 1.80 2.64  0.090
H -0.25 0.50 2.43  0.071
H 0.28 2.15 0.71  0.101
H 0.63 -0.15 0.13  0.062
H 0.08 0.83 -1.28  0.083
H -1.01 -0.33 -0.54  0.074
C 6.79 2.49 0.10  0.037
N 5.75 1.43 0.30  -0.080
C 4.72 1.32 -0.57  0.057
C 3.70 0.35 -0.28  0.072
C 3.79 -0.44 0.88  -0.112
C 4.89 -0.26 1.73  0.041
C 5.85 0.64 1.41  0.014
C 2.80 -1.51 1.17  -0.128
C 2.26 -1.68 2.46  0.079
C 1.17 -2.55 2.58  0.035
N 0.67 -3.20 1.52  -0.061
C 1.20 -3.15 0.28  0.044
C 2.30 -2.29 0.10  0.055
C -0.55 -3.98 1.72  0.031
H 7.37 2.15 -0.76  0.118
H 7.53 2.72 0.87  0.108
H 6.20 3.39 -0.06  0.106
H 4.83 1.92 -1.45  0.149
H 2.91 0.12 -0.98  0.100
H 5.00 -0.84 2.64  0.141
H 6.69 0.86 2.05  0.147
H 2.55 -1.08 3.31  0.126
H 0.79 -2.84 3.55  0.111
H 0.79 -3.77 -0.49  0.154
H 2.68 -2.03 -0.88  0.122
H -0.95 -4.31 0.76  0.111
H -1.25 -3.48 2.39  0.101
H -0.23 -4.88 2.24  0.119
C 0.97 -2.87 6.31  -0.646
F 0.77 -3.87 5.42  0.096
F 1.14 -3.34 7.56  0.143
F 1.98 -2.19 5.87  0.155
S -0.61 -1.74 6.29  0.699
O -0.93 -1.63 4.92  -0.323
O -1.62 -2.41 7.14  -0.295
N 0.03 -0.35 7.12  -0.294
S 0.10 0.79 6.17  0.536
O 0.84 0.43 4.95  -0.388
O -1.16 1.56 6.05  -0.327
C 1.28 1.97 7.17  -0.579
F 1.45 3.08 6.42  0.105
F 0.63 2.28 8.33  0.108
F 2.45 1.31 7.41  0.106
C 1.78 -0.34 -4.33  -0.579
F 1.08 0.74 -4.74  0.118
F 1.32 -0.72 -3.12  0.086
F 1.52 -1.36 -5.18  0.100
S 3.75 0.00 -4.40  0.713
O 3.83 1.48 -4.40  -0.353
O 4.28 -0.61 -3.19  -0.370
N 4.36 -0.84 -5.84  -0.292
S 4.17 0.20 -6.94  0.551
O 2.77 0.55 -7.15  -0.328
O 5.13 1.34 -6.89  -0.342
C 4.67 -0.75 -8.59  -0.687
F 3.61 -1.24 -9.16  0.171
F 5.21 0.13 -9.39  0.157
F 5.51 -1.74 -8.30  0.128
C -6.19 -2.62 -1.21  -0.552
F -6.74 -2.36 -2.43  0.129
F -7.00 -3.52 -0.58  0.135
F -4.99 -3.19 -1.37  0.132
S -6.13 -0.93 -0.23  0.748
O -6.42 0.11 -1.21  -0.337
O -7.15 -1.03 0.85  -0.262
N -4.49 -0.56 0.23  -0.493
S -4.20 -1.53 1.31  0.537
O -5.11 -2.68 1.60  -0.269
O -2.80 -1.95 1.24  -0.312
C -4.46 -0.38 2.81  -0.691
F -5.76 -0.46 3.18  0.135
F -3.72 -0.71 3.81  0.199
F -4.22 0.85 2.43  0.132
C -5.70 4.32 -2.73  -0.614
F -6.30 3.40 -3.50  0.159
F -6.04 5.48 -3.32  0.154
F -6.16 4.33 -1.49  0.165
S -3.77 4.05 -2.77  0.705
O -3.27 4.77 -3.93  -0.236
O -3.36 4.64 -1.49  -0.513
N -3.63 2.34 -2.63  -0.486
S -3.03 1.99 -4.01  0.575
O -3.73 2.32 -5.21  -0.239
O -1.57 2.34 -4.05  -0.297
C -3.22 0.08 -3.84  -0.564
F -4.47 -0.24 -3.31  0.073
F -3.04 -0.48 -5.00  0.207
F -2.32 -0.35 -2.90  0.081

***

Record 8
The following is a DFT calculation (the ωB97M-V functional and the def2-TZVPD basis) of a molecular structure, C29H20Cl2IrN9O2.

Output
Expectation value of S²: 6.0763
2S+1: 5
LUMO energy (spin up / spin down) in eV: -6.709 / -8.652
Total charge: +2
HOMO-LUMO gap (spin up / spin down) in eV: 4.549 / 5.192
E_HOMO (spin up / spin down) in eV: -11.26 / -13.84

Each line ends with the Löwdin spin population.
Geometry (Å):
Ir -1.01 1.12 -0.92  1.634
C -4.61 -1.16 0.04  0.051
C -3.78 -0.23 -0.55  0.050
N -2.57 0.05 -0.03  0.129
C -2.18 -0.62 1.10  0.046
C -3.04 -1.58 1.64  0.009
N -4.22 -1.83 1.13  0.039
C -0.88 -0.24 1.62  0.088
C -0.25 -0.74 2.74  -0.027
C 1.02 -0.25 3.12  0.090
C 1.53 0.83 2.39  -0.032
C 0.88 1.31 1.27  0.096
N -0.28 0.71 0.86  0.160
C 1.25 2.41 0.42  0.059
C 2.38 3.22 0.57  0.007
N 2.64 4.23 -0.23  0.050
C 1.78 4.49 -1.23  0.062
C 0.67 3.70 -1.44  0.059
N 0.40 2.67 -0.63  0.153
C 1.77 -0.86 4.24  0.003
C 1.28 -1.97 4.93  0.020
C 2.05 -2.55 5.93  -0.004
N 3.25 -2.08 6.26  0.021
C 3.72 -1.02 5.64  -0.003
C 3.02 -0.37 4.63  0.020
H -5.59 -1.36 -0.35  0.002
H -4.07 0.30 -1.45  0.002
H -2.75 -2.16 2.51  0.000
H -0.75 -1.49 3.33  -0.003
H 2.45 1.31 2.69  -0.003
H 3.10 3.03 1.36  -0.001
H 2.00 5.33 -1.87  0.003
H 0.00 3.89 -2.26  0.003
H 0.31 -2.40 4.72  0.001
H 1.70 -3.41 6.48  -0.001
H 4.70 -0.67 5.95  -0.001
H 3.46 0.50 4.18  0.001
Cl 3.49 -5.28 -1.01  0.116
C 2.26 -4.11 -1.04  0.205
C 0.92 -4.50 -0.89  -0.036
C -0.07 -3.57 -0.95  0.158
Cl -1.70 -4.00 -0.74  0.063
C 0.22 -2.15 -1.21  0.092
O -0.72 -1.34 -1.32  0.301
C 1.62 -1.80 -1.33  0.089
C 2.02 -0.42 -1.61  0.023
O 1.28 0.51 -1.87  0.101
C 2.59 -2.76 -1.23  0.063
H 0.69 -5.55 -0.71  -0.004
H 3.11 -0.25 -1.59  0.003
H 3.63 -2.47 -1.33  -0.001
N -3.52 3.83 -4.96  -0.001
C -2.80 2.77 -4.55  0.000
C -2.43 2.58 -3.20  0.006
N -1.73 1.51 -2.83  0.011
C -1.40 0.60 -3.77  0.012
C -1.75 0.82 -5.09  0.002
N -2.43 1.88 -5.48  0.007
H -3.84 4.54 -4.33  0.000
H -3.75 3.90 -5.93  0.000
H -2.71 3.30 -2.45  0.004
H -0.86 -0.28 -3.46  0.001
H -1.47 0.12 -5.87  0.000